A) Density functional theory data (wB97M-V/def2-TZVPD) for a cluster of 2 separate species, C4H12NOS in total.

Output
Total charge: -1

Atoms and positions in Å:
C -1.035 -1.600 -0.573
N -0.669 -0.169 -0.145
C 0.841 0.023 -0.046
C 1.201 1.080 1.113
S 3.108 1.113 0.963
C 1.416 0.516 -1.426
H -0.163 -2.189 -0.035
H -2.000 -1.923 -0.124
H -1.084 -1.619 -1.695
H -1.029 0.436 -0.838
H 1.412 -1.063 0.148
H 0.704 2.010 0.929
H 0.652 0.761 2.009
H 1.047 -0.173 -2.148
H 2.442 0.613 -1.442
H 1.162 1.538 -1.654
H -3.110 0.276 2.312
H -1.959 0.042 1.308
O -2.937 0.329 1.344

B) Density functional theory data (wB97M-V/def2-TZVPD) for a cluster of 2 separate species, C4H12NOS in total.

Output
Total charge: -1

Atoms and positions in Å:
C -1.319 1.828 -0.556
S 0.369 2.200 -1.004
C 0.776 0.612 -1.655
H -1.282 0.774 -0.100
H -2.022 1.873 -1.414
H -1.603 2.634 0.171
H 1.860 0.552 -1.866
H 0.455 -0.138 -0.923
H 0.221 0.457 -2.597
C 1.425 -1.587 1.624
N 0.216 -2.405 1.615
C -0.968 -1.671 1.138
O -0.904 -1.115 -0.095
H 1.928 -1.545 0.622
H 2.122 -2.093 2.303
H 1.156 -0.575 1.996
H 0.410 -3.177 0.943
H -1.111 -0.881 1.907
H -1.792 -2.422 1.168

It turns out B) is the most stable, with the second structure 0.0076 hartree higher.

A) Density functional theory data (wB97M-V/def2-TZVPD) for a cluster of 3 separate species, C3H12N2O2 in total.

Atoms and positions in Å:
C 2.029 0.686 0.542
C 1.172 -0.573 -0.181
N -0.101 -0.691 0.347
C -0.767 -1.853 0.597
N -1.956 -2.086 0.881
H 1.721 1.652 0.131
H 3.095 0.559 0.190
H 1.938 0.466 1.607
H 1.058 -0.433 -1.356
H 1.716 -1.440 -0.012
H -0.436 0.141 0.853
H 0.044 -2.675 0.575
H -2.079 -3.128 0.862
H -2.910 1.255 1.345
H -2.546 0.543 0.153
O -2.292 1.386 0.646
H 0.315 2.737 -2.144
H -0.429 1.585 -2.606
O 0.428 1.867 -2.430

B) Density functional theory data (wB97M-V/def2-TZVPD) for a cluster of 3 separate species, C3H12N2O2 in total.

Atoms and positions in Å:
C -0.868 0.578 2.143
C 0.565 0.613 1.633
N 0.707 0.410 0.242
C 0.284 1.254 -0.695
N 0.564 1.038 -1.923
H -1.490 1.465 1.988
H -0.907 0.320 3.159
H -1.189 -0.301 1.496
H 1.077 1.564 2.012
H 1.223 -0.221 2.135
H 1.003 -0.589 0.006
H -0.102 2.148 -0.139
H 0.793 1.841 -2.460
H -0.730 -0.258 -1.967
H -1.786 -1.094 -2.609
O -1.379 -1.044 -1.751
H 0.499 -3.041 -0.554
H 0.570 -2.145 -1.670
O 1.164 -2.537 -1.047

It turns out B) is the most stable, with the second structure 0.0119 hartree higher.

A) Density functional theory data (wB97M-V/def2-TZVPD) for a cluster of 2 separate species, C3H12N2O2 in total.

Atoms and positions in Å:
C 0.727 0.375 0.812
N -0.296 0.060 -0.241
C -0.767 1.293 -0.826
O -1.005 1.156 -2.228
C 1.641 -0.782 1.072
N 2.525 -0.969 -0.121
H 0.162 0.642 1.699
H 1.302 1.276 0.605
H 0.154 -0.766 -0.598
H -1.682 1.567 -0.306
H 0.001 2.059 -0.780
H -1.944 1.213 -2.427
H 2.304 -0.614 1.914
H 1.116 -1.728 1.219
H 2.752 -1.931 -0.302
H 2.124 -0.490 -0.915
H -2.302 -1.006 0.631
H -3.597 -0.602 -0.038
O -3.214 -0.755 0.831

B) Density functional theory data (wB97M-V/def2-TZVPD) for a cluster of 3 separate species, C3H12N2O2 in total.

Atoms and positions in Å:
C -1.426 2.232 -0.872
C -0.018 1.643 -1.080
N 0.270 0.506 -0.228
C 1.130 0.509 0.802
N 1.576 -0.530 1.395
H -2.071 1.479 -0.427
H -1.893 2.732 -1.713
H -1.300 3.005 -0.107
H 0.195 1.338 -2.105
H 0.726 2.396 -0.806
H -0.095 -0.404 -0.489
H 1.401 1.528 1.121
H 1.888 -0.305 2.330
H 1.022 -2.434 1.449
H 0.038 -3.457 2.335
O 0.214 -2.987 1.507
H -0.199 -2.391 -1.751
H -0.588 -2.669 -0.279
O -0.869 -2.190 -1.080

C) Density functional theory data (wB97M-V/def2-TZVPD) for a cluster of 3 separate species, C3H12N2O2 in total.

Atoms and positions in Å:
C 0.219 -0.375 2.070
C 0.718 -0.729 0.659
C 1.018 0.211 -0.227
N 1.156 0.124 -1.641
N 0.588 -2.072 0.259
H -0.071 -1.256 2.630
H 1.035 0.195 2.530
H -0.687 0.216 1.969
H 1.140 1.258 0.049
H 0.328 -0.262 -2.082
H 1.221 1.035 -2.073
H 0.193 -2.677 0.953
H 1.133 -2.494 -0.471
H -0.635 2.422 -1.026
H -0.332 1.664 0.305
O -0.991 2.195 -0.163
H -1.638 -0.293 -0.794
H -2.566 0.682 -1.320
O -1.829 0.154 -1.628

It turns out B) is the most stable, with the second structure 0.0401 hartree higher.

A) Density functional theory data (wB97M-V/def2-TZVPD) for the molecule C5H8ClNS.

Atoms and positions in Å:
C -1.878 -0.113 0.011
C -0.782 0.533 -0.893
C -0.706 -0.867 1.889
C 0.583 0.508 -0.390
C 1.563 -0.516 -0.856
N -1.733 -0.727 1.109
S 1.144 1.874 0.561
Cl -3.481 0.250 -0.514
H -0.868 0.051 -1.873
H -1.132 1.564 -0.974
H -0.641 -1.765 2.476
H 0.030 -0.091 2.030
H 1.616 -1.376 -0.186
H 2.569 -0.099 -0.930
H 1.266 -0.889 -1.835
H 2.450 1.664 0.374

B) Density functional theory data (wB97M-V/def2-TZVPD) for the molecule C5H8ClNS.

Atoms and positions in Å:
C 0.045 -0.617 0.251
C -1.288 -1.077 0.808
C -1.036 1.327 -0.553
C -0.021 0.902 0.466
C 1.241 0.136 0.765
H -0.609 -1.324 -1.558
H 0.961 -1.676 -1.218
H -1.384 -0.944 1.877
H -1.582 -2.106 0.575
H -0.711 1.188 -1.596
H -1.407 2.358 -0.423
H -0.425 1.159 1.449
H 1.423 0.136 1.823
N 0.243 -0.976 -1.124
S -2.418 0.116 -0.105
Cl 2.769 0.127 -0.106

It turns out B) is the most stable, with the second structure 0.0325 hartree higher.